A 5-piece molecular cluster, C32H74N6O8P overall. Source: the OMol25 dataset; level of theory: ωB97M-V with the def2-TZVPD basis set.

Positions of all 121 atoms, in Å:
C  -5.23  -3.55  2.93
C  -4.58  -2.52  3.66
C  -4.12  -1.10  4.40
C  -5.47  -0.16  4.70
P  -6.61  -0.18  3.17
C  -8.20  -1.15  3.72
C  -7.20  1.56  2.66
C  -4.64  1.21  5.04
C  -3.58  1.19  3.78
N  -3.34  -0.13  3.52
N  -2.42  -0.35  2.51
H  -5.79  -4.20  2.10
H  -3.69  -1.42  5.44
H  -6.05  -0.40  5.71
H  -9.11  -0.92  2.98
H  -8.57  -0.83  4.81
H  -7.89  -2.29  3.69
H  -6.87  2.43  3.38
H  -6.82  1.77  1.55
H  -8.39  1.54  2.57
H  -4.07  1.04  6.05
H  -5.19  2.25  5.06
H  -3.18  2.18  3.29
H  -2.82  -0.91  1.72
H  -2.05  0.57  2.20
C  -0.56  0.61  -0.24
O  -0.51  1.85  0.43
C  0.82  2.25  0.79
C  1.28  3.45  -0.05
N  1.52  3.06  -1.45
C  1.70  4.20  -2.36
C  0.51  5.17  -2.53
O  -0.62  4.59  -3.18
C  -1.50  3.87  -2.33
H  -1.61  0.30  -0.31
H  -0.17  0.70  -1.26
H  -0.01  -0.17  0.30
H  1.53  1.41  0.73
H  0.78  2.56  1.84
H  2.21  3.85  0.37
H  0.51  4.22  0.02
H  0.72  2.51  -1.78
H  1.93  3.78  -3.34
H  2.59  4.76  -2.04
H  0.85  5.98  -3.18
H  0.22  5.65  -1.59
H  -1.53  4.29  -1.32
H  -1.20  2.82  -2.30
H  -2.50  3.92  -2.76
C  -1.37  -3.53  -5.44
O  -0.47  -4.35  -4.71
C  0.81  -4.48  -5.34
C  1.89  -3.73  -4.55
N  1.73  -2.28  -4.67
C  2.56  -1.51  -3.74
C  2.31  -1.71  -2.23
O  1.04  -1.21  -1.78
C  -0.04  -2.12  -1.95
H  -2.36  -3.63  -4.98
H  -1.08  -2.48  -5.39
H  -1.44  -3.86  -6.48
H  0.79  -4.17  -6.39
H  1.05  -5.55  -5.32
H  2.88  -4.01  -4.94
H  1.83  -4.05  -3.51
H  0.75  -2.04  -4.49
H  2.40  -0.45  -3.97
H  3.62  -1.72  -3.95
H  3.06  -1.11  -1.69
H  2.46  -2.74  -1.90
H  0.27  -3.16  -1.85
H  -0.51  -1.95  -2.92
H  -0.79  -1.90  -1.19
C  -3.77  5.90  3.10
O  -2.87  5.09  3.83
C  -1.59  4.95  3.20
C  -0.51  5.70  3.99
N  -0.67  7.16  3.87
C  0.16  7.92  4.80
C  -0.09  7.73  6.31
O  -1.36  8.22  6.76
C  -2.44  7.32  6.58
H  -4.76  5.80  3.56
H  -3.48  6.95  3.15
H  -3.84  5.58  2.06
H  -1.61  5.26  2.15
H  -1.35  3.88  3.22
H  0.48  5.42  3.60
H  -0.57  5.38  5.03
H  -1.65  7.39  4.05
H  0.00  8.98  4.57
H  1.22  7.72  4.59
H  0.66  8.32  6.85
H  0.06  6.69  6.64
H  -2.13  6.27  6.69
H  -2.91  7.49  5.62
H  -3.19  7.53  7.35
C  8.65  -6.00  -2.76
O  8.05  -6.31  -4.01
C  7.81  -7.71  -4.19
C  6.30  -8.01  -4.16
N  5.75  -7.86  -2.80
C  4.29  -7.87  -2.75
C  3.54  -6.74  -3.49
O  3.73  -5.44  -2.92
C  4.90  -4.77  -3.36
H  8.96  -4.96  -2.78
H  7.93  -6.13  -1.94
H  9.53  -6.63  -2.58
H  8.36  -8.33  -3.47
H  8.18  -7.97  -5.19
H  6.13  -9.04  -4.49
H  5.81  -7.34  -4.86
H  6.08  -6.97  -2.42
H  4.02  -7.81  -1.69
H  3.93  -8.84  -3.11
H  2.47  -6.95  -3.40
H  3.75  -6.73  -4.57
H  5.17  -5.03  -4.39
H  5.73  -5.00  -2.68
H  4.72  -3.70  -3.30

Results
Frontier orbital gap   5.537 eV
E_HOMO   -9.90 eV
Charge   +1
2S+1   1



An isolated ion of composition C6H7FN and charge +1. Source: the OMol25 dataset; level of theory: ωB97M-V with the def2-TZVPD basis set.

Positions of all 15 atoms, in Å:
C  -1.50  -0.69  -0.13
C  0.23  2.08  -0.11
C  -2.59  -0.03  0.32
C  -0.14  -0.41  -0.08
C  1.55  1.42  0.10
C  0.80  -1.52  0.01
N  0.30  0.80  -0.17
F  -3.75  0.00  -0.25
H  -1.90  -1.81  -0.25
H  -0.34  2.86  0.22
H  2.40  1.55  -0.68
H  1.82  1.38  1.08
H  1.83  -1.34  0.14
H  0.95  -1.99  -0.92
H  0.34  -2.32  0.72

Results
ΔE to the lowest compared entry with this formula, charge and spin   160.7 kcal/mol
Frontier orbital gap (alpha / beta)   7.693 / 7.329 eV
E_HOMO (alpha / beta)   -13.91 / -13.14 eV
Charge   +1
2S+1   1



A 2-piece molecular cluster, C5H11P overall. Source: the OMol25 dataset; level of theory: ωB97M-V with the def2-TZVPD basis set.

Positions of all 17 atoms, in Å:
C  1.99  -1.69  -1.97
C  -0.41  1.77  1.87
C  2.39  -0.78  -1.15
C  -1.09  1.08  -0.78
C  -1.23  -0.88  1.34
P  -0.18  0.51  0.72
H  2.63  -2.16  -2.73
H  0.98  -2.08  -1.96
H  -0.12  2.77  1.55
H  -0.17  1.55  2.90
H  3.29  -0.24  -0.97
H  -0.56  1.92  -1.21
H  -1.13  0.28  -1.51
H  -2.10  1.39  -0.51
H  -2.27  -0.71  1.07
H  -0.89  -1.83  0.92
H  -1.14  -0.92  2.43

Results
ΔE to the lowest compared entry with this formula, charge and spin   95.1 kcal/mol
Frontier orbital gap (alpha / beta)   8.213 / 7.480 eV
E_HOMO (alpha / beta)   -8.27 / -7.15 eV
2S+1   1



Copy entry 3 word for word.
A 2-piece molecular cluster, C5H11P overall. Source: the OMol25 dataset; level of theory: ωB97M-V with the def2-TZVPD basis set.

Positions of all 17 atoms, in Å:
C  1.99  -1.69  -1.97
C  -0.41  1.77  1.87
C  2.39  -0.78  -1.15
C  -1.09  1.08  -0.78
C  -1.23  -0.88  1.34
P  -0.18  0.51  0.72
H  2.63  -2.16  -2.73
H  0.98  -2.08  -1.96
H  -0.12  2.77  1.55
H  -0.17  1.55  2.90
H  3.29  -0.24  -0.97
H  -0.56  1.92  -1.21
H  -1.13  0.28  -1.51
H  -2.10  1.39  -0.51
H  -2.27  -0.71  1.07
H  -0.89  -1.83  0.92
H  -1.14  -0.92  2.43

Results
ΔE to the lowest compared entry with this formula, charge and spin   95.1 kcal/mol
Frontier orbital gap (alpha / beta)   8.213 / 7.480 eV
E_HOMO (alpha / beta)   -8.27 / -7.15 eV
2S+1   1



Question: Which value of 2S+1 does entry 1 give?
Answer: 1